113
Properties=species:S:1:pos:R:3 method="wB97M-V/def2-TZVPD" total_energy_ev=-90147.627 relative_energy_ev=1.054 s_squared=8.756 spin_multiplicity=6 fmax_ev_per_a=2.8
Mn 3.355 0.976 -1.013
C 3.137 -1.070 2.329
C 3.989 -1.500 1.155
O 4.001 -0.468 0.206
H 2.767 -1.940 2.897
H 2.162 -0.662 2.057
H 3.576 -0.445 3.109
H 3.638 -2.461 0.757
H 5.029 -1.756 1.390
C 0.185 -0.654 0.100
C 0.364 0.805 -0.214
O 1.252 1.009 -1.274
H 1.187 -1.091 0.033
H -0.399 -1.231 -0.621
H -0.241 -0.796 1.099
H 0.739 1.307 0.697
H -0.625 1.235 -0.448
C -3.856 0.218 1.085
O -3.992 0.576 2.454
C -3.480 1.858 2.751
C -1.957 1.901 2.811
O -1.441 0.956 3.704
C -0.139 1.220 4.164
H -4.145 1.043 0.424
H -4.548 -0.621 0.996
H -2.825 -0.087 0.871
H -3.819 2.069 3.765
H -3.824 2.641 2.072
H -1.563 2.879 3.126
H -1.596 1.717 1.785
H 0.157 0.431 4.851
H -0.142 2.163 4.723
H 0.574 1.254 3.333
C -0.655 0.802 -3.986
O -2.049 0.557 -4.058
C -2.616 0.302 -2.813
C -4.124 -0.070 -2.882
O -4.833 1.059 -3.367
C -4.874 1.082 -4.768
H -0.148 0.854 -4.946
H -0.231 -0.051 -3.438
H -0.565 1.711 -3.381
H -2.585 1.134 -2.097
H -2.070 -0.559 -2.395
H -4.344 -0.135 -1.818
H -4.210 -0.984 -3.468
H -3.959 1.442 -5.245
H -5.581 1.817 -5.175
H -5.217 0.148 -5.220
C -0.003 -2.507 4.075
O 0.207 -3.544 3.123
C -0.171 -4.839 3.582
C 0.609 -5.263 4.814
O 0.120 -4.653 6.015
C 0.865 -5.043 7.147
H -0.963 -2.713 4.558
H -0.124 -1.592 3.496
H 0.771 -2.399 4.834
H 0.036 -5.513 2.753
H -1.260 -4.812 3.686
H 1.619 -4.841 4.717
H 0.634 -6.343 4.984
H 0.301 -4.603 7.968
H 1.907 -4.732 7.023
H 0.885 -6.120 7.365
C -4.019 3.742 -1.809
O -3.192 4.682 -1.162
C -2.131 4.102 -0.436
C -0.990 5.021 -0.043
O -0.083 5.336 -1.089
C -0.496 6.369 -1.955
H -3.448 3.282 -2.621
H -4.866 4.262 -2.253
H -4.425 2.972 -1.146
H -1.690 3.314 -1.063
H -2.550 3.677 0.484
H -0.367 4.451 0.648
H -1.301 5.959 0.426
H 0.225 6.511 -2.761
H -0.426 7.338 -1.438
H -1.516 6.208 -2.302
C 3.286 2.672 1.610
O 3.224 2.660 0.182
C 3.237 3.991 -0.367
C 2.660 3.801 -1.729
O 3.372 2.818 -2.475
C 2.750 2.570 -3.712
H 2.342 3.109 1.944
H 4.118 3.253 2.016
H 3.385 1.669 2.017
H 4.307 4.217 -0.426
H 2.792 4.734 0.289
H 2.759 4.719 -2.329
H 1.579 3.648 -1.752
H 2.831 3.470 -4.331
H 1.690 2.324 -3.600
H 3.159 1.755 -4.308
C 3.099 -5.274 -4.944
O 2.513 -6.158 -4.007
C 1.392 -5.581 -3.365
C 1.756 -4.972 -2.008
O 0.551 -4.749 -1.313
C 0.784 -4.397 0.029
H 2.994 -4.227 -4.653
H 2.669 -5.410 -5.940
H 4.167 -5.472 -5.038
H 0.654 -6.366 -3.218
H 0.943 -4.778 -3.953
H 2.323 -4.039 -2.128
H 2.446 -5.599 -1.431
H 1.475 -3.542 0.050
H 1.237 -5.165 0.661
H -0.109 -3.980 0.489